# 1
The following is a quantum chemistry calculation of a cluster of 10 separate species, C42H110N6O13 in total, from OMol25.

For the calculated total energy, the calculation gives -80888.60712 eV. Its SMILES is COC[C@H](C)N.COC[C@H](C)N.COC[C@H](C)N.COCCNCCOC.COCCNCCOC.COCCNCCOC.CC(C)O.CC(C)O.CC(C)O.CC(C)O. As for the LUMO energy: 0.7 eV. The HOMO energy comes out at -8.46 eV.

Element x y z (Å)
1 C 1.73 0.02 3.06
2 O 0.63 0.82 3.02
3 C 0.96 2.22 3.14
4 C -0.30 3.07 2.95
5 N -1.15 2.90 4.11
6 C -2.47 3.40 3.94
7 C -3.35 3.06 5.06
8 O -3.64 1.64 4.99
9 C -4.70 1.30 5.94
10 H 1.38 -1.03 3.02
11 H 2.21 0.11 4.05
12 H 2.47 0.24 2.31
13 H 1.67 2.52 2.38
14 H 1.34 2.42 4.13
15 H -0.74 2.81 1.98
16 H 0.11 4.10 2.93
17 H -1.34 1.91 4.26
18 H -2.88 2.98 2.98
19 H -2.47 4.50 3.80
20 H -4.32 3.57 5.04
21 H -2.86 3.32 6.00
22 H -5.58 1.75 5.56
23 H -4.42 1.69 6.95
24 H -4.82 0.24 5.90
25 C 1.04 -4.73 0.17
26 O 2.10 -5.33 0.82
27 C 2.18 -6.73 0.51
28 C 2.87 -7.11 -0.80
29 N 2.85 -8.57 -0.89
30 C 3.54 -9.06 -2.11
31 C 3.54 -10.54 -2.08
32 O 4.00 -10.98 -3.33
33 C 4.06 -12.37 -3.41
34 H 1.03 -3.65 0.40
35 H 0.10 -5.20 0.43
36 H 1.11 -4.83 -0.88
37 H 1.17 -7.05 0.52
38 H 2.67 -7.11 1.36
39 H 3.91 -6.83 -0.97
40 H 2.34 -6.75 -1.65
41 H 1.89 -8.92 -0.70
42 H 4.54 -8.61 -2.19
43 H 3.11 -8.73 -3.04
44 H 2.50 -10.89 -1.97
45 H 4.12 -11.05 -1.28
46 H 4.74 -12.81 -2.66
47 H 4.27 -12.59 -4.46
48 H 3.06 -12.71 -3.24
49 C -1.80 8.14 -4.41
50 O -0.57 7.47 -4.75
51 C 0.48 8.25 -4.06
52 C 0.76 7.90 -2.63
53 N 1.25 6.62 -2.30
54 C 2.46 6.18 -2.98
55 C 2.84 4.75 -2.53
56 O 2.01 3.93 -3.31
57 C 2.15 2.55 -3.09
58 H -1.88 8.99 -5.08
59 H -1.84 8.46 -3.38
60 H -2.55 7.39 -4.60
61 H 0.21 9.30 -4.05
62 H 1.36 8.06 -4.63
63 H -0.09 8.05 -1.95
64 H 1.41 8.71 -2.27
65 H 0.50 5.91 -2.34
66 H 3.25 6.87 -2.68
67 H 2.32 6.13 -4.11
68 H 2.68 4.63 -1.44
69 H 3.93 4.50 -2.70
70 H 3.05 2.19 -3.59
71 H 1.28 2.03 -3.51
72 H 2.12 2.32 -2.04
73 C 4.78 -1.53 3.76
74 C 5.30 -2.13 2.46
75 C 4.32 -2.29 1.35
76 O 6.36 -1.21 1.97
77 H 4.06 -2.28 4.15
78 H 4.28 -0.60 3.70
79 H 5.60 -1.40 4.50
80 H 5.73 -3.09 2.73
81 H 3.53 -3.00 1.71
82 H 4.72 -2.90 0.53
83 H 3.94 -1.33 0.97
84 H 6.91 -1.04 2.74
85 C -1.03 -0.82 5.73
86 C -1.49 -1.55 4.50
87 C -2.83 -2.26 4.72
88 O -1.63 -0.63 3.39
89 H -0.92 -1.45 6.58
90 H -1.78 -0.07 6.06
91 H -0.12 -0.30 5.51
92 H -0.62 -2.15 4.26
93 H -2.76 -2.91 5.62
94 H -3.17 -2.83 3.82
95 H -3.56 -1.48 4.95
96 H -0.94 0.00 3.34
97 C 1.81 -0.31 -0.76
98 C 0.46 -0.79 -0.29
99 C -0.49 0.44 -0.33
100 O 0.07 -1.73 -1.25
101 H 1.73 0.12 -1.79
102 H 2.50 -1.19 -0.85
103 H 2.17 0.48 -0.15
104 H 0.49 -1.12 0.78
105 H 0.07 1.20 0.18
106 H -1.47 0.25 0.06
107 H -0.62 0.73 -1.39
108 H -0.74 -2.17 -1.05
109 C -5.46 0.77 2.14
110 C -5.14 -0.75 2.11
111 C -6.22 -1.59 1.49
112 O -3.91 -1.07 1.42
113 H -4.61 1.38 2.45
114 H -6.34 0.93 2.82
115 H -5.73 1.09 1.13
116 H -5.02 -1.05 3.18
117 H -7.15 -1.29 2.02
118 H -6.13 -2.67 1.60
119 H -6.21 -1.46 0.39
120 H -3.14 -0.82 1.98
121 C 5.56 2.66 -0.47
122 C 5.72 2.79 1.03
123 C 4.41 2.47 1.68
124 O 3.27 3.11 1.18
125 C 3.25 4.47 1.43
126 N 6.85 2.07 1.68
127 H 4.69 3.08 -0.92
128 H 5.51 1.59 -0.78
129 H 6.47 3.12 -0.92
130 H 5.87 3.87 1.12
131 H 4.47 2.60 2.79
132 H 4.22 1.40 1.45
133 H 3.30 4.69 2.52
134 H 2.33 4.89 1.05
135 H 4.05 5.07 0.88
136 H 7.66 2.51 1.28
137 H 6.72 1.10 1.37
138 C -3.07 -4.10 -2.51
139 C -3.47 -2.69 -2.08
140 C -4.98 -2.56 -2.14
141 O -5.52 -3.03 -3.39
142 C -6.88 -2.76 -3.53
143 N -2.90 -2.31 -0.82
144 H -3.45 -4.33 -3.53
145 H -3.43 -4.86 -1.83
146 H -1.94 -4.18 -2.58
147 H -3.14 -2.01 -2.87
148 H -5.31 -1.46 -2.02
149 H -5.45 -3.16 -1.42
150 H -7.22 -3.32 -4.42
151 H -7.08 -1.70 -3.69
152 H -7.48 -3.07 -2.61
153 H -3.03 -1.30 -0.65
154 H -3.29 -2.76 -0.05
155 C -2.00 3.81 -5.55
156 C -2.33 4.06 -4.06
157 C -2.78 2.74 -3.43
158 O -4.02 2.45 -3.89
159 C -4.54 1.24 -3.42
160 N -1.22 4.74 -3.36
161 H -1.94 4.77 -6.12
162 H -2.74 3.27 -6.10
163 H -1.07 3.22 -5.67
164 H -3.17 4.76 -4.00
165 H -2.70 2.81 -2.35
166 H -2.04 1.97 -3.71
167 H -3.78 0.48 -3.15
168 H -5.20 0.92 -4.25
169 H -5.04 1.49 -2.48
170 H -0.40 4.13 -3.24
171 H -0.81 5.42 -4.00

These are the Löwdin partial charges, in e, on atoms 1 to 5: -0.144, -0.227, -0.162, -0.189, -0.045



# 2
The following is a quantum chemistry calculation of a structure of composition C5H7NS2, from OMol25.

For the calculated total energy, the calculation gives -28456.81745 eV. As for the LUMO energy: 0.7 eV. The HOMO energy comes out at -9.24 eV.

Element x y z (Å)
1 C 0.24 0.96 -0.26
2 C -1.04 0.18 0.16
3 C 1.00 -0.33 0.18
4 C 0.67 -0.31 1.70
5 C -0.77 0.05 1.68
6 H 0.15 0.43 -2.58
7 H 0.45 1.80 0.35
8 H -2.02 0.51 -0.16
9 H 2.04 -0.50 -0.15
10 H 1.43 0.13 2.36
11 H -0.51 -2.00 1.68
12 H -1.25 0.76 2.32
13 N -0.32 -1.19 2.27
14 S 0.41 1.59 -1.94
15 S -0.33 -1.35 -0.60

These are the Löwdin partial charges, in e, on atoms 1 to 5: -0.729, -0.438, -0.442, -0.288, -0.284



# 3
The following is a quantum chemistry calculation of a structure of composition C3H6O3Yb, from OMol25.

For the calculated total energy, the calculation gives -40871.79660 eV. As for the expectation value of S²: 0.756. As for the spin multiplicity: 2. As for the LUMO energy (alpha / beta): -4.7 / -5.1 eV. As for the net charge: +1. The HOMO energy (alpha / beta) comes out at -11.61 / -12.60 eV.

Element x y z (Å)
1 O -0.86 -1.13 2.24
2 Yb 0.73 -1.85 1.08
3 C 1.71 0.80 -0.87
4 O 0.69 -0.01 -0.27
5 C -0.65 0.45 -0.46
6 C -1.53 -0.68 0.03
7 O -2.69 -0.89 0.13
8 H 2.65 0.25 -0.77
9 H 1.46 0.97 -1.92
10 H 1.78 1.75 -0.33
11 H -0.84 0.63 -1.53
12 H -0.83 1.35 0.14
13 H -1.61 -1.64 2.55

These are the Löwdin partial charges, in e, on atoms 1 to 5: -0.444, 1.488, -0.037, -0.389, -0.154



# 4
The following is a quantum chemistry calculation of a cluster of 3 separate species, C3H12O3 in total, from OMol25.

For the calculated total energy, the calculation gives -9446.90526 eV. Its SMILES is CO.CO.CO. As for the LUMO energy: 0.5 eV. The HOMO energy comes out at -9.60 eV.

Element x y z (Å)
1 C 1.07 -2.03 -2.81
2 O -0.09 -1.84 -2.01
3 H 0.93 -1.67 -3.83
4 H 1.86 -1.43 -2.36
5 H 1.36 -3.08 -2.85
6 H -0.85 -2.32 -2.35
7 C 0.31 1.64 3.21
8 O -0.21 0.35 2.99
9 H 0.25 1.84 4.28
10 H 1.34 1.73 2.87
11 H -0.29 2.42 2.72
12 H -0.34 0.20 2.05
13 C -1.01 1.04 -0.29
14 O -0.52 -0.20 0.18
15 H -1.08 1.72 0.56
16 H -0.35 1.48 -1.05
17 H -2.01 0.95 -0.72
18 H -0.38 -0.80 -0.57

These are the Löwdin partial charges, in e, on atoms 1 to 5: -0.117, -0.134, 0.080, 0.086, 0.080



# 5
The following is a quantum chemistry calculation of a structure of composition C32H31ClN3O5SSeSiW, from OMol25.

For the calculated total energy, the calculation gives -146797.36348 eV. As for the expectation value of S²: 2.009. As for the spin multiplicity: 3. As for the LUMO energy (alpha / beta): -3.2 / -4.2 eV. As for the net charge: +1. The HOMO energy (alpha / beta) comes out at -9.96 / -10.43 eV.

Element x y z (Å)
1 W 0.49 -0.02 0.22
2 Cl -3.90 4.49 3.82
3 C -2.75 3.69 2.80
4 C -1.53 4.30 2.53
5 C -0.61 3.65 1.71
6 C -0.91 2.41 1.18
7 O -0.02 1.79 0.40
8 C -2.13 1.80 1.45
9 C -2.43 0.42 0.97
10 N -1.65 -0.06 -0.23
11 C -2.14 -0.92 -1.21
12 C -3.44 -1.19 -1.47
13 C -3.78 -2.10 -2.51
14 C -2.81 -2.71 -3.25
15 C -1.44 -2.44 -2.99
16 C -0.38 -3.02 -3.71
17 C 0.90 -2.69 -3.37
18 C 1.13 -1.80 -2.31
19 N 0.17 -1.25 -1.63
20 C -1.11 -1.55 -1.96
21 C -3.05 2.45 2.26
22 H -1.31 5.27 2.95
23 H 0.35 4.09 1.49
24 H -3.47 0.13 1.01
25 H -4.23 -0.70 -0.91
26 H -4.82 -2.31 -2.71
27 H -3.08 -3.41 -4.03
28 H -0.58 -3.71 -4.52
29 H 1.75 -3.12 -3.90
30 H 2.14 -1.54 -2.01
31 H -4.01 1.99 2.49
32 O 3.04 1.86 0.58
33 C 2.68 1.09 -0.26
34 O 2.41 -0.23 -0.07
35 C 2.30 1.44 -1.68
36 C 3.21 1.77 -2.70
37 C 2.73 1.83 -3.97
38 C 1.35 1.65 -4.21
39 C 0.78 1.73 -5.51
40 C -0.56 1.60 -5.68
41 C -1.41 1.43 -4.56
42 C -0.89 1.33 -3.30
43 C 0.51 1.40 -3.10
44 N 1.03 1.22 -1.85
45 H 4.25 1.93 -2.46
46 H 3.40 2.02 -4.81
47 H 1.44 1.91 -6.35
48 H -0.99 1.67 -6.67
49 H -2.48 1.38 -4.70
50 H -1.53 1.25 -2.43
51 C 1.92 -4.14 1.62
52 S 0.42 -3.17 1.59
53 C -0.57 -4.30 0.61
54 O 0.85 -2.09 0.59
55 H 1.74 -5.04 2.22
56 H 2.69 -3.53 2.09
57 H 2.21 -4.40 0.60
58 H -0.47 -5.30 1.03
59 H -0.19 -4.26 -0.41
60 H -1.60 -3.96 0.66
61 C 0.46 2.19 5.04
62 Si 1.63 0.82 4.67
63 C 3.35 1.34 4.33
64 C 1.41 -0.69 5.68
65 Se 0.92 0.09 2.54
66 H 0.56 2.54 6.07
67 H -0.57 1.86 4.87
68 H 0.66 3.03 4.37
69 H 3.87 1.67 5.23
70 H 3.34 2.16 3.60
71 H 3.91 0.51 3.88
72 H 1.66 -0.51 6.73
73 H 2.05 -1.49 5.30
74 H 0.37 -1.02 5.62
75 O -1.73 -1.86 1.45
76 C -1.48 -0.69 1.20

These are the Löwdin partial charges, in e, on atoms 1 to 5: 1.496, 0.680, -0.664, -0.092, 0.009



# 6
The following is a quantum chemistry calculation of a structure of composition C50H39F3N9O8S2Ti, from OMol25.

For the calculated total energy, the calculation gives -135215.89516 eV. As for the expectation value of S²: 2.015. As for the spin multiplicity: 3. As for the LUMO energy (alpha / beta): 1.9 / 1.9 eV. As for the net charge: -1. The HOMO energy (alpha / beta) comes out at -3.44 / -5.10 eV.

Element x y z (Å)
1 Ti 0.35 -1.64 0.47
2 C -1.98 -5.60 0.54
3 O -0.58 -6.00 0.49
4 C 0.07 -4.74 0.59
5 N -0.65 -3.67 0.40
6 C -2.06 -4.08 0.13
7 C -2.45 -3.89 -1.28
8 C -3.45 -3.07 -1.60
9 C -3.82 -2.94 -2.94
10 C -3.08 -3.63 -3.92
11 C -2.09 -4.54 -3.57
12 C -1.75 -4.65 -2.22
13 C 1.51 -4.59 0.72
14 C 2.34 -5.62 1.06
15 C 3.66 -5.24 1.45
16 C 3.97 -3.96 1.43
17 C 3.11 -3.01 0.91
18 N 1.83 -3.33 0.69
19 C 3.28 -1.62 0.76
20 N 2.35 -0.80 0.34
21 C 2.84 0.60 0.37
22 C 4.19 0.53 1.12
23 O 4.44 -0.93 1.09
24 C 3.15 1.17 -1.03
25 C 3.31 2.56 -1.12
26 C 3.65 3.19 -2.34
27 C 3.70 2.41 -3.46
28 C 3.61 1.03 -3.41
29 C 3.34 0.42 -2.18
30 H -2.26 -5.76 1.60
31 H -2.57 -6.26 -0.10
32 H -2.61 -3.46 0.84
33 H -4.01 -2.46 -0.90
34 H -4.55 -2.28 -3.29
35 H -3.27 -3.31 -4.95
36 H -1.47 -4.94 -4.36
37 H -0.96 -5.34 -1.91
38 H 1.98 -6.71 1.11
39 H 4.22 -6.12 1.71
40 H 4.88 -3.52 1.72
41 H 2.16 1.30 0.91
42 H 4.16 0.73 2.21
43 H 4.97 0.99 0.53
44 H 3.29 3.18 -0.19
45 H 3.80 4.23 -2.47
46 H 3.86 2.87 -4.43
47 H 3.64 0.44 -4.29
48 H 3.13 -0.64 -2.15
49 C 3.89 3.10 3.70
50 O 3.15 3.94 2.82
51 C 1.79 4.04 2.91
52 C 1.33 5.23 2.37
53 C -0.08 5.43 2.25
54 C -0.99 4.49 2.65
55 C -0.48 3.37 3.35
56 C 0.90 3.18 3.51
57 N -2.40 4.70 2.41
58 N -3.14 3.72 2.06
59 C -2.70 2.43 1.80
60 C -3.29 1.42 2.49
61 C -2.95 0.07 2.29
62 C -1.87 -0.20 1.49
63 O -1.48 -1.40 1.08
64 C -1.19 0.88 0.93
65 N -0.19 0.44 0.15
66 C 0.17 1.21 -0.83
67 C -0.30 2.51 -0.97
68 C -1.16 3.07 -0.11
69 C -1.65 2.20 0.88
70 H 4.17 3.66 4.59
71 H 4.78 2.80 3.23
72 H 3.33 2.16 4.03
73 H 2.05 5.94 1.92
74 H -0.48 6.30 1.74
75 H -1.09 2.59 3.70
76 H 1.23 2.24 3.94
77 H -4.03 1.62 3.24
78 H -3.55 -0.74 2.62
79 H 0.88 0.94 -1.53
80 H 0.15 3.08 -1.79
81 H -1.43 4.12 -0.16
82 N -5.52 4.27 -0.69
83 C -4.65 3.43 -1.43
84 C -4.51 2.08 -1.02
85 C -3.65 1.21 -1.59
86 C -2.94 1.65 -2.68
87 C -2.98 2.96 -3.12
88 C -3.79 3.85 -2.44
89 S -2.04 0.50 -3.71
90 O -1.14 1.30 -4.47
91 O -2.87 -0.39 -4.53
92 N -1.34 -0.36 -2.51
93 C -0.42 -1.27 -2.74
94 S -0.07 -1.88 -4.35
95 C 1.23 -2.83 -3.63
96 C 1.25 -2.66 -2.28
97 N 0.33 -1.79 -1.77
98 H -5.39 4.12 0.32
99 H -5.33 5.23 -0.92
100 H -5.25 1.74 -0.27
101 H -3.69 0.17 -1.24
102 H -2.29 3.26 -3.97
103 H -3.75 4.89 -2.65
104 H 1.92 -3.36 -4.23
105 H 1.94 -3.16 -1.64
106 F 1.43 -0.59 5.84
107 C 1.53 -1.50 4.80
108 F 0.65 -2.45 5.11
109 F 2.77 -2.00 4.88
110 C 1.31 -0.87 3.34
111 O 1.95 0.20 3.20
112 O 0.76 -1.58 2.51

These are the Löwdin partial charges, in e, on atoms 1 to 5: 1.068, -0.077, -0.016, -0.213, 0.099



# 7
The following is a quantum chemistry calculation of a structure of composition C40H36BrGaNO5Te, from OMol25.

For the calculated total energy, the calculation gives -183499.01570 eV. As for the LUMO energy: -4.3 eV. As for the net charge: +1. The HOMO energy comes out at -10.13 eV.

Element x y z (Å)
1 Ga 1.62 0.32 -1.18
2 C -3.28 -2.03 3.18
3 C -2.43 -1.54 2.04
4 C -2.91 -1.52 0.74
5 C -2.17 -1.02 -0.34
6 C -2.72 -1.08 -1.74
7 O -2.04 -0.98 -2.73
8 C -4.19 -1.35 -1.88
9 C -4.62 -2.37 -2.72
10 C -5.97 -2.62 -2.87
11 C -6.90 -1.83 -2.22
12 C -6.48 -0.78 -1.41
13 C -5.13 -0.55 -1.23
14 C -0.85 -0.55 -0.10
15 O -0.17 0.02 -1.08
16 C -0.34 -0.65 1.22
17 C -1.13 -1.11 2.26
18 C 1.01 -0.08 1.34
19 N 1.99 -0.58 0.58
20 C 1.99 -2.03 0.28
21 C 2.17 -2.92 1.51
22 Te 3.87 -2.38 2.76
23 C 2.73 -1.97 4.51
24 C 1.72 -2.82 4.93
25 C 0.99 -2.53 6.08
26 C 1.29 -1.39 6.82
27 C 2.33 -0.57 6.43
28 C 3.05 -0.85 5.28
29 C 1.24 1.18 2.03
30 C 2.53 1.74 2.05
31 C 2.77 2.90 2.75
32 C 1.74 3.52 3.45
33 C 0.46 2.97 3.44
34 C 0.21 1.81 2.73
35 H -4.18 -2.53 2.82
36 H -3.58 -1.19 3.81
37 H -2.72 -2.73 3.81
38 H -3.89 -1.92 0.54
39 H -3.88 -2.97 -3.23
40 H -6.30 -3.43 -3.51
41 H -7.96 -2.02 -2.35
42 H -7.21 -0.15 -0.92
43 H -4.80 0.27 -0.60
44 H -0.71 -1.16 3.26
45 H 2.83 -2.20 -0.39
46 H 1.08 -2.33 -0.25
47 H 2.34 -3.94 1.17
48 H 1.29 -2.91 2.15
49 H 1.51 -3.73 4.39
50 H 0.21 -3.20 6.40
51 H 0.72 -1.17 7.72
52 H 2.59 0.30 7.02
53 H 3.86 -0.20 4.98
54 H 3.34 1.24 1.53
55 H 3.76 3.33 2.77
56 H 1.93 4.42 4.02
57 H -0.34 3.44 4.00
58 H -0.79 1.40 2.71
59 Br -0.55 0.43 -7.72
60 C 1.09 0.11 -6.83
61 C 2.27 0.09 -7.57
62 C 3.47 -0.16 -6.92
63 C 3.50 -0.33 -5.54
64 C 2.31 -0.29 -4.83
65 C 1.09 -0.09 -5.46
66 C 2.29 -0.30 -3.34
67 O 1.86 -1.23 -2.64
68 O 2.63 0.80 -2.75
69 H 2.24 0.26 -8.63
70 H 4.39 -0.21 -7.49
71 H 4.44 -0.51 -5.03
72 H 0.17 -0.10 -4.90
73 C 0.72 4.55 -2.13
74 C -0.38 4.14 -1.14
75 C 0.37 3.16 -0.26
76 O 1.24 2.44 -1.17
77 C 1.43 3.23 -2.38
78 H 1.39 5.27 -1.66
79 H 0.34 4.98 -3.05
80 H -1.19 3.63 -1.67
81 H -0.79 4.97 -0.57
82 H -0.29 2.45 0.24
83 H 0.98 3.67 0.48
84 H 0.98 2.70 -3.22
85 H 2.50 3.33 -2.56

These are the Löwdin partial charges, in e, on atoms 1 to 5: 0.617, -0.035, -0.243, 0.040, -0.026



What is the calculated total energy in the fourth record? -9446.90526 eV



Which of these has the highest calculated total energy? C3H12O3